# C63H38I4MoN4OP

C63H38I4MoN4OP as an isolated structure in a non-equilibrium geometry (the ωB97M-V functional and the def2-TZVPD basis, OMol25).

Calculated values
Charge: +1
Multiplicity: 3
ΔE to the lowest compared entry with this formula, charge and spin, kcal per mole: 81.94
E_LUMO (spin up / spin down), eV: -4.18 / -4.22
HOMO (spin up / spin down), eV: -8.99 / -8.97

Atoms and positions in Å:
Mo1 13.7333 12.3380 14.0895
I1 7.1134 9.9122 7.0406
C1 8.4912 10.3759 8.4852
C2 8.8870 9.3626 9.3655
C3 9.8123 9.6570 10.3613
C4 10.2945 10.9528 10.4933
C5 9.8859 11.9496 9.6154
C6 8.9780 11.6643 8.6068
C7 11.2597 11.3447 11.5747
C8 12.6080 11.2880 11.2478
C9 13.0904 10.7949 9.9613
C10 14.4335 10.8761 9.9804
C11 14.8296 11.4552 11.2447
C12 16.1114 11.8350 11.5998
C13 17.1460 11.6386 10.5405
C14 17.7482 10.3871 10.4795
C15 18.7163 10.1108 9.5349
C16 19.0817 11.1294 8.6511
I2 20.4827 10.7066 7.2060
C17 18.5460 12.4087 8.7442
C18 17.5624 12.6492 9.6885
C19 16.5891 12.2182 12.8747
N1 15.8490 12.0969 14.0394
C20 16.7181 12.3162 15.1005
C21 16.3967 12.1023 16.5297
C22 17.5698 11.8305 17.4138
C23 18.4681 10.8266 17.0994
C24 19.5547 10.5695 17.9161
C25 19.7168 11.3280 19.0606
I3 21.3246 10.9738 20.3103
C26 18.8154 12.3196 19.4022
C27 17.7471 12.5723 18.5833
C28 15.1682 12.0603 17.0661
C29 14.7126 11.5174 18.4021
C30 13.2447 11.9582 18.5104
C31 12.9620 12.4062 17.1100
N2 13.9734 12.3506 16.3250
C32 11.5494 12.0423 16.7523
C33 11.0076 12.5312 15.3347
C34 9.4813 12.7999 15.3116
C35 9.0455 11.7441 12.9367
C36 10.5629 12.0093 12.7909
N3 12.0477 13.4390 14.8573
C37 10.5277 12.4662 17.8132
C38 10.6183 13.7080 18.4228
C39 9.6745 14.1096 19.3546
C40 8.5934 13.2873 19.6343
I4 7.2111 13.8370 21.0498
C41 8.4640 12.0587 19.0117
C42 9.4410 11.6417 18.1151
C43 17.9717 12.6830 14.5870
C44 17.8911 12.6190 13.2015
N4 13.7098 11.6448 12.0231
H1 8.5400 8.3544 9.2083
H2 10.1611 8.8821 11.0382
H3 10.2848 12.9614 9.7144
H4 8.6589 12.4417 7.9304
H5 12.4592 10.4657 9.1697
H6 15.1120 10.5920 9.1910
H7 17.4741 9.6296 11.2025
H8 19.1983 9.1388 9.4617
H9 18.8800 13.1858 8.0542
H10 17.1367 13.6498 9.7830
H11 18.3035 10.2071 16.2406
H12 20.2736 9.8036 17.6805
H13 18.9556 12.9103 20.2938
H14 17.0755 13.3827 18.8302
H15 15.3768 11.7149 19.2299
H16 12.8961 12.5948 19.3271
H17 8.8721 13.5502 15.7983
H18 8.8241 10.7586 12.5239
H19 11.4472 14.3577 18.1934
H20 9.7784 15.0835 19.8167
H21 7.6254 11.4178 19.2303
H22 9.2966 10.7014 17.6209
H23 18.8351 12.9651 15.1622
H24 18.6761 12.8111 12.5048
O1 13.2144 14.1035 13.1174
C45 12.0525 13.7732 13.5667
C46 10.8209 13.4922 12.7855
C47 9.9235 14.3784 12.3870
C48 8.5385 13.9866 12.0876
C49 8.0961 12.7785 12.4016
C50 9.2037 11.5780 14.4523
C51 10.7651 11.4454 14.2641
P1 12.2324 10.3968 14.2542
C52 11.9488 8.7950 13.4407
C53 12.8465 8.1274 12.6242
C54 12.5971 6.8142 12.2436
C55 11.4203 6.1738 12.6144
C56 10.5113 6.8284 13.4328
C57 10.7856 8.1294 13.8350
C58 12.6373 9.8477 15.9007
C59 11.9084 10.4813 17.0193
C60 12.7052 10.5032 18.3689
C61 14.1735 10.0019 18.3611
C62 14.5451 9.1240 17.2237
C63 13.8177 9.0996 16.0685
H25 10.1917 15.4333 12.4581
H26 7.8847 14.7363 11.6724
H27 7.0432 12.5381 12.3526
H28 8.5470 10.8120 14.8712
H29 13.7706 8.5994 12.3055
H30 13.3002 6.2956 11.5924
H31 11.2372 5.1588 12.2788
H32 9.6008 6.3606 13.7521
H33 10.0747 8.6343 14.4830
H34 10.9619 9.9206 17.1278
H35 12.1109 10.1134 19.1966
H36 14.4573 9.5334 19.3103
H37 15.4423 8.5250 17.3036
H38 14.2166 8.6096 15.1777

Forces on the atoms, in the same order (eV/Å):
0.81 0.10 -1.58
-0.44 -0.08 -0.55
0.12 -0.43 0.63
0.47 0.49 -0.27
-0.21 -0.09 -0.07
0.46 0.32 0.29
-0.03 0.17 -0.11
0.12 0.04 0.14
0.85 0.42 -0.09
-1.75 -0.19 0.45
0.66 0.07 0.40
-0.43 -0.02 -0.57
-0.62 0.53 0.83
0.42 -0.05 0.08
0.22 -0.04 0.38
0.13 -0.16 0.04
0.12 0.36 -0.42
-0.08 -0.09 0.36
0.41 -0.05 -0.42
0.11 -0.24 -0.37
-0.23 0.49 0.16
-0.17 0.00 -0.71
-1.20 -0.15 1.39
-0.98 0.08 0.00
0.36 0.00 -0.73
-0.64 0.29 0.04
0.12 -0.15 0.20
-0.02 0.19 0.18
0.17 -0.10 0.14
0.31 -0.09 0.19
0.24 0.09 0.32
-0.17 0.07 -0.57
-0.52 -0.23 0.00
-0.06 -0.30 -0.30
0.19 0.27 0.23
-0.37 -0.14 0.35
0.53 0.24 -0.61
-0.47 -0.36 0.08
-0.01 0.14 -0.05
1.04 -0.55 -0.65
-0.19 0.24 -0.46
-0.03 -0.36 -0.10
0.12 0.23 -0.14
0.20 -0.38 -0.15
-0.08 -0.25 0.13
-0.02 0.25 -0.24
0.28 -0.01 0.04
-0.40 0.23 0.36
0.40 -0.15 -0.25
-0.11 0.73 0.15
-0.21 -0.12 -0.62
0.16 -0.05 0.49
1.21 0.17 1.55
-0.13 -0.10 0.13
-0.04 0.01 -0.05
-0.10 -0.31 0.00
-0.03 0.04 -0.09
-0.23 -0.23 -0.34
0.00 0.07 0.02
-0.09 -0.05 -0.01
-0.18 0.17 0.09
-0.15 -0.20 0.29
0.03 -0.28 -0.06
-0.03 -0.10 -0.45
0.02 -0.17 -0.11
0.07 0.01 0.10
-0.13 0.01 -0.07
0.04 -0.02 0.08
0.11 -0.15 -0.21
0.01 -0.11 -0.13
-0.11 0.03 0.00
0.16 0.18 -0.08
-0.09 -0.10 0.10
-0.10 -0.05 0.03
0.01 -0.33 -0.12
0.08 -0.06 0.10
0.27 0.07 -0.27
0.27 0.12 0.35
-0.74 -0.16 -0.18
1.00 -0.15 0.22
-0.13 0.45 0.15
0.31 0.49 -0.30
0.22 -0.44 0.39
-0.23 -0.21 0.90
-0.25 -0.67 0.02
0.18 -0.37 0.38
-0.35 -0.03 -0.20
0.51 -0.05 -0.02
-0.11 -0.08 -0.48
0.22 -0.10 0.05
0.38 0.52 -0.18
-0.29 0.07 0.17
0.13 0.10 -0.19
-0.81 -0.05 0.12
-0.13 0.34 0.28
0.18 -0.18 -0.16
0.09 -0.10 0.11
-0.07 0.45 -0.26
-0.26 -0.16 -0.14
-0.16 0.10 0.06
-0.04 -0.11 -0.23
0.10 0.01 0.21
-0.08 0.10 0.00
-0.10 0.16 0.22
-0.03 0.09 0.06
-0.26 -0.21 0.06
0.03 0.00 0.00
0.38 0.26 0.06
0.02 0.11 -0.13
-0.22 0.07 -0.16
0.09 0.05 -0.04
-0.05 -0.17 0.30